Entry 1:
C5H8N2O | the ωB97M-V functional and the def2-TZVPD basis

Summary:
HOMO level (alpha / beta) = -9.7 / -9.1 eV
Kohn-Sham gap (alpha / beta) = 7.864 / 7.926 eV
energy above the lowest of the compared OMol25 structures with the same formula, charge and spin = 93.8 kcal/mol
LUMO level (alpha / beta) = -1.798 / -1.147 eV
net charge = 0

```
16
Properties=species:S:1:pos:R:3:forces:R:3
N 0.579 1.016 2.087 -0.56 -0.94 -0.91
H -2.137 -1.384 -0.228 0.90 0.48 -0.22
C 1.068 -0.097 -0.273 -0.65 -1.49 -0.60
O -1.639 0.843 2.118 -0.22 -0.78 -0.88
H 1.481 0.805 1.590 -0.80 0.98 1.56
C -0.471 -0.100 0.266 2.93 0.73 -0.72
C -1.665 -0.396 -0.526 -2.65 -0.81 1.03
C -0.590 0.548 1.535 0.29 1.73 2.09
H -1.510 -0.448 -1.567 0.31 -0.02 -1.19
N 2.213 0.112 0.245 -2.29 0.04 -0.03
H 1.053 0.281 -2.351 0.53 -1.07 0.20
H 0.309 1.617 2.852 1.11 0.05 0.13
C 1.253 -0.623 -1.711 -1.88 2.14 0.29
H -2.633 0.216 -0.336 2.12 -0.16 0.00
H 0.480 -1.338 -1.901 -0.35 -0.60 -0.28
H 2.208 -1.052 -1.802 1.19 -0.29 -0.49
```
Forces are in eV/Å.



Entry 2:
CH5O4PSi | the ωB97M-V functional and the def2-TZVPD basis

Summary:
HOMO level = -0.5 eV
Kohn-Sham gap = 7.288 eV
energy above the lowest of the compared OMol25 structures with the same formula, charge and spin = 31.5 kcal/mol
LUMO level = 6.759 eV
net charge = -2

```
12
Properties=species:S:1:pos:R:3:forces:R:3
H 0.359 -1.334 0.126 0.25 -0.12 0.12
O -1.164 2.164 -0.121 -0.97 0.64 -0.57
O 1.114 3.361 2.141 0.09 0.07 -0.58
H 0.240 1.122 1.776 -0.06 -0.77 -0.26
H -0.407 -0.665 -1.311 0.03 0.11 -0.21
H -1.352 -0.930 0.139 -0.26 -0.05 0.12
C -0.378 -0.615 -0.223 0.04 0.19 0.41
O -0.831 2.337 3.472 -0.13 -0.21 -0.18
O 1.517 1.324 3.629 -0.10 -0.19 -0.30
H 1.327 1.406 -0.316 0.27 0.07 0.14
Si -0.031 1.218 0.279 0.26 -0.64 -1.08
P 0.541 2.207 2.889 0.57 0.91 2.39
```
Forces are in eV/Å.



Q: Among the records above, which one has the lowest net charge?
A: CH5O4PSi